# 1
C2H2FP | ωB97M-V/def2-TZVPD

```
6
Properties=species:S:1:pos:R:3
C -0.61515 -0.70748 1.51197
C -0.02241 -0.24241 0.30244
F -1.97325 -0.43671 2.19908
P 0.61202 -1.83575 1.35615
H -0.51686 -0.59526 -0.67002
H 0.82110 0.51887 -0.01187
```

Frontier orbital gap in eV: 8.99
HOMO energy in eV: -9.38
LUMO in eV: -0.4
Structure (SMILES): FC1=PC1
Net charge: 0

=====

# 2
C2H2FeO4 | ωB97M-V/def2-TZVPD

```
9
Properties=species:S:1:pos:R:3
O 2.34369 0.16893 0.44246
C 1.40839 -0.15531 -0.30993
O 0.50591 0.79236 -0.59914
O 1.06445 -1.38580 -0.38157
C -0.93406 0.66570 0.03636
O -1.60081 -0.46215 -0.17831
Fe -0.61500 -2.01362 0.36422
H -0.75434 0.87739 1.11114
H -1.41822 1.51252 -0.48524
```

Multiplicity: 6
Frontier orbital gap (alpha / beta) in eV: 6.59 / 8.91
HOMO energy (alpha / beta) in eV: -2.50 / -4.95
LUMO (alpha / beta) in eV: 4.1 / 4.0
⟨S²⟩: 8.7612
Net charge: -1

=====

What strongest force on any atom values result from the calculations? In sequence: 4.63; 5.24 eV Å⁻¹.
What energy relative to the best compared isomer or geometry (same formula, charge and spin) values result from the calculations? In sequence: 61.1; 0.0 kcal per mole.